This record from the OMol25 dataset describes a cluster of 2 separate species, C3ClF2O2 in total. The level of theory is the ωB97M-V functional and the def2-TZVPD basis.

Energy relative to the best compared isomer or geometry (same formula, charge and spin): 0.619 eV

ORCA input file:
```
! RIJCOSX wB97M-V def2-TZVPD def2/J DEFGRID3
* xyz -1 1
C -0.049 -0.478 0.353
C 0.933 -0.996 -0.342
C -1.075 1.561 0.204
O -0.248 2.296 0.584
O -2.131 1.265 -0.204
F -0.713 -1.339 1.220
F 1.456 -2.298 -0.354
Cl 1.827 -0.012 -1.461
*
```



This record from the OMol25 dataset describes a cluster of 12 separate species, C34H51ClFN13 in total. The level of theory is the ωB97M-V functional and the def2-TZVPD basis.

SMILES string: CC[C@@H](Cl)[C@@](F)(C#N)[C@](C)(C#N)CC(C)C.CC#N.CC#N.CC#N.CC#N.CC#N.CC#N.CC#N.CC#N.CC#N.CC#N.CC#N

ORCA input file:
```
! RIJCOSX wB97M-V def2-TZVPD def2/J DEFGRID3
* xyz 0 1
C 4.471 0.438 -3.520
C 3.467 1.369 -4.481
C 2.755 2.558 -3.613
Cl 3.145 4.164 -4.533
C 1.126 2.492 -3.511
F 0.668 3.909 -3.253
C 0.379 2.081 -4.950
N -0.023 1.335 -5.950
C 0.547 1.620 -2.224
C 1.183 2.324 -0.847
C 1.194 0.119 -2.298
N 1.709 -1.067 -2.322
C -1.074 1.693 -2.061
C -1.788 0.447 -1.284
C -2.037 -0.896 -2.251
C -1.125 0.062 0.178
H 5.603 0.639 -3.812
H 4.249 0.559 -2.376
H 4.275 -0.700 -3.818
H 2.742 0.610 -4.995
H 4.196 1.857 -5.285
H 3.327 2.647 -2.597
H 1.900 1.541 -0.303
H 0.366 2.616 -0.062
H 1.847 3.260 -1.074
H -1.671 1.838 -3.082
H -1.329 2.675 -1.430
H -2.896 0.815 -1.028
H -2.923 -1.534 -1.813
H -1.041 -1.550 -2.239
H -2.250 -0.575 -3.367
H -1.975 -0.476 0.818
H -0.787 0.987 0.814
H -0.198 -0.676 0.033
C 2.740 0.743 2.490
C 1.326 0.751 2.901
N 0.209 0.757 3.225
H 3.411 0.644 3.350
H 2.960 -0.087 1.811
H 3.015 1.667 1.970
C -0.809 -2.071 4.808
C -0.547 -3.453 4.371
N -0.340 -4.545 4.027
H -0.720 -1.362 3.978
H -1.818 -1.962 5.220
H -0.106 -1.752 5.584
C -0.014 2.174 7.318
C 0.568 0.853 7.023
N 1.027 -0.190 6.791
H -0.556 2.174 8.269
H 0.757 2.949 7.385
H -0.721 2.487 6.542
C -3.022 6.018 -2.023
C -3.330 4.586 -1.875
N -3.573 3.454 -1.759
H -3.927 6.611 -2.195
H -2.536 6.422 -1.129
H -2.350 6.202 -2.868
C 0.852 -4.503 -2.474
C -0.612 -4.358 -2.532
N -1.768 -4.243 -2.577
H 1.361 -3.678 -2.983
H 1.217 -4.519 -1.441
H 1.186 -5.431 -2.949
C 7.074 3.880 -6.366
C 6.766 2.447 -6.218
N 6.523 1.316 -6.101
H 6.169 4.472 -6.538
H 7.560 4.283 -5.472
H 7.746 4.064 -7.211
C 6.230 -3.128 -2.477
C 4.835 -3.422 -2.845
N 3.733 -3.654 -3.136
H 6.807 -2.766 -3.335
H 6.290 -2.358 -1.700
H 6.743 -4.016 -2.093
C -0.027 -7.777 -0.299
C 1.192 -7.036 -0.665
N 2.155 -6.451 -0.955
H -0.008 -8.802 -0.683
H -0.149 -7.841 0.788
H -0.927 -7.298 -0.698
C -6.170 0.407 -2.820
C -5.429 0.199 -1.565
N -4.843 0.035 -0.574
H -5.655 1.109 -3.484
H -6.296 -0.529 -3.375
H -7.171 0.811 -2.636
C -4.087 0.988 6.380
C -3.123 0.737 7.465
N -2.362 0.539 8.321
H -4.276 2.059 6.247
H -3.727 0.601 5.421
H -5.053 0.512 6.579
C -7.048 -1.433 9.111
C -7.118 -0.568 7.920
N -7.173 0.115 6.980
H -7.038 -0.847 10.036
H -7.905 -2.112 9.168
H -6.145 -2.051 9.109
*
```



This record from the OMol25 dataset describes a structure of composition C31H73AsIrN10OS. The level of theory is the ωB97M-V functional and the def2-TZVPD basis.

Energy relative to the best compared isomer or geometry (same formula, charge and spin): 0.244 eV

ORCA input file:
```
! RIJCOSX wB97M-V def2-TZVPD def2/J DEFGRID3
* xyz 3 1
Ir 0.119 -0.475 0.473
C -1.028 -5.869 0.867
N -1.019 -4.446 1.225
C -1.214 -4.191 2.645
C -0.685 -3.471 0.360
N 0.117 -2.474 0.779
C 1.337 -2.879 1.486
C 1.610 -1.921 2.613
N 1.330 -0.521 2.150
C 0.611 0.210 3.232
C -0.832 -0.241 3.201
N -1.371 0.109 1.874
C -2.512 0.814 1.920
N -3.464 0.520 2.841
C -4.130 1.547 3.644
C -3.699 -0.847 3.286
N -2.768 1.824 1.066
C -4.117 2.326 0.810
C -1.717 2.616 0.450
C 2.583 0.180 1.764
C 3.123 -0.467 0.510
N 2.022 -0.624 -0.464
C 2.395 -0.786 -1.731
N 1.551 -0.373 -2.726
C 1.098 1.015 -2.725
C 1.583 -1.023 -4.031
N 3.582 -1.322 -2.072
C 4.366 -0.805 -3.198
C 4.208 -2.432 -1.363
N -1.105 -3.541 -0.921
C -2.280 -4.307 -1.332
C -0.151 -3.241 -1.991
H -0.444 -6.406 1.615
H -0.560 -6.025 -0.098
H -2.038 -6.278 0.861
H -2.093 -4.740 2.981
H -1.381 -3.130 2.815
H -0.361 -4.527 3.240
H 2.158 -2.845 0.771
H 1.272 -3.904 1.843
H 2.643 -1.984 2.956
H 0.968 -2.132 3.466
H 0.678 1.276 3.012
H 1.096 0.019 4.191
H -1.380 0.238 4.011
H -0.885 -1.320 3.367
H -3.728 2.530 3.417
H -3.941 1.341 4.699
H -5.208 1.550 3.484
H -3.124 -1.540 2.677
H -4.759 -1.082 3.182
H -3.427 -0.978 4.335
H -4.859 1.572 1.059
H -4.197 2.567 -0.251
H -4.330 3.234 1.375
H -1.674 3.606 0.913
H -1.920 2.739 -0.614
H -0.748 2.144 0.562
H 3.302 0.145 2.586
H 2.313 1.216 1.564
H 3.596 -1.418 0.764
H 3.903 0.170 0.087
H 1.360 1.474 -1.775
H 0.019 1.089 -2.841
H 1.583 1.563 -3.539
H 2.166 -0.468 -4.768
H 0.565 -1.115 -4.410
H 1.996 -2.025 -3.936
H 3.970 0.151 -3.531
H 4.387 -1.508 -4.031
H 5.388 -0.644 -2.855
H 3.455 -3.028 -0.851
H 4.971 -2.103 -0.655
H 4.691 -3.071 -2.102
H -2.020 -5.294 -1.715
H -2.779 -3.762 -2.130
H -2.965 -4.419 -0.497
H 0.629 -4.007 -2.034
H 0.302 -2.266 -1.856
H -0.685 -3.253 -2.938
C 1.924 4.258 2.879
C 1.581 4.793 1.495
As 1.704 3.411 0.108
C 0.877 4.382 -1.397
C 1.712 5.450 -2.092
C 3.635 3.398 -0.304
C 4.433 4.678 -0.082
H 1.847 5.039 3.635
H 2.944 3.870 2.919
H 1.245 3.452 3.172
H 2.237 5.621 1.228
H 0.561 5.181 1.463
H -0.025 4.831 -0.970
H 0.537 3.632 -2.115
H 1.998 6.246 -1.404
H 1.142 5.910 -2.901
H 2.622 5.035 -2.527
H 3.715 3.055 -1.340
H 4.057 2.600 0.314
H 4.077 5.500 -0.699
H 5.481 4.509 -0.329
H 4.397 4.996 0.960
C -1.998 0.198 -4.520
C -2.802 0.372 -3.244
S -2.364 -0.792 -1.927
O -1.274 -0.058 -1.116
C -3.878 -0.674 -0.928
C -4.301 -2.000 -0.318
H -2.371 0.901 -5.264
H -2.115 -0.806 -4.928
H -0.939 0.406 -4.377
H -3.855 0.174 -3.440
H -2.715 1.371 -2.810
H -4.668 -0.253 -1.546
H -3.605 0.055 -0.173
H -4.544 -2.737 -1.082
H -5.200 -1.849 0.280
H -3.524 -2.408 0.331
*
```



This record from the OMol25 dataset describes the molecule C23H31N3O4S. The level of theory is the ωB97M-V functional and the def2-TZVPD basis.

Energy relative to the best compared isomer or geometry (same formula, charge and spin): 3.183 eV
SMILES string: CCN(CC)C(=O)C1CCN(S(=O)(=O)c2c(C)noc2/C=C/c2cccc(C)c2)CC1

ORCA input file:
```
! RIJCOSX wB97M-V def2-TZVPD def2/J DEFGRID3
* xyz 0 1
C -6.115 -1.852 -1.521
C -5.628 -1.712 -0.082
N -4.589 -0.702 0.074
C -4.987 0.604 0.552
C -5.449 1.542 -0.565
C -3.343 -1.057 -0.331
O -3.129 -2.168 -0.779
C -2.226 -0.023 -0.172
C -1.099 -0.267 -1.188
C -0.237 -1.477 -0.832
N 0.259 -1.323 0.520
S 1.512 -2.366 0.902
O 1.798 -2.196 2.297
O 1.268 -3.696 0.419
C 2.849 -1.679 -0.032
C 3.933 -2.389 -0.619
C 4.172 -3.847 -0.583
N 4.741 -1.551 -1.212
O 4.248 -0.298 -1.043
C 3.111 -0.356 -0.327
C 2.368 0.828 -0.021
C 2.727 2.052 -0.444
C 1.995 3.281 -0.213
C 2.605 4.504 -0.502
C 1.926 5.690 -0.300
C 0.627 5.679 0.176
C -0.009 4.474 0.461
C -1.429 4.457 0.941
C 0.683 3.291 0.267
C -0.825 -1.322 1.481
C -1.672 -0.073 1.263
H -5.281 -2.127 -2.160
H -6.867 -2.635 -1.575
H -6.549 -0.925 -1.886
H -6.457 -1.455 0.580
H -5.203 -2.669 0.235
H -4.165 1.067 1.099
H -5.808 0.463 1.262
H -6.364 1.177 -1.022
H -5.641 2.531 -0.158
H -4.689 1.623 -1.338
H -2.630 0.974 -0.368
H -1.531 -0.424 -2.177
H -0.463 0.621 -1.225
H 0.625 -1.537 -1.500
H -0.824 -2.397 -0.928
H 3.226 -4.374 -0.674
H 4.857 -4.131 -1.377
H 4.611 -4.117 0.377
H 1.488 0.643 0.574
H 3.645 2.150 -1.009
H 3.618 4.517 -0.876
H 2.410 6.631 -0.519
H 0.099 6.609 0.326
H -1.638 3.554 1.511
H -2.110 4.487 0.089
H -1.637 5.323 1.566
H 0.190 2.355 0.478
H -0.374 -1.323 2.474
H -1.445 -2.222 1.368
H -2.485 -0.067 1.992
H -1.050 0.808 1.438
*
```



Calculated values (eV) of gap between HOMO and LUMO for the records, taken in order: 7.942 9.964 6.689 8.074.
Calculated values (eV) of highest occupied orbital energy for the records, taken in order: -4.2 -9.8 -15.0 -8.5.
Calculated values (g/mol) of molar mass for the records, taken in order: 141.5 696.3 901.2 445.6.